1.
# C21H31O4Sn

A structure of composition C21H31O4Sn at a distorted geometry (ωB97M-V/def2-TZVPD, OMol25).

For the HOMO energy (spin up / spin down), the calculation gives -11.64 / -11.41 eV. The value obtained for the HOMO-LUMO gap (spin up / spin down) is 5.6 / 5.0 eV. Its net charge is +1. As for the energy above the lowest of the compared OMol25 structures with the same formula, charge and spin: 164.24 kJ/mol.

Atoms and positions in Å:
O (-0.91245, 0.92248, -0.19062)
C (-2.13756, 0.36501, -0.81066)
C (-1.94834, 1.15949, -2.07856)
H (-3.00569, 0.62623, -0.20600)
H (-2.04722, -0.70221, -0.83818)
C (-0.50840, 1.46664, -1.49802)
H (-2.44770, 2.13155, -2.22443)
H (-2.15956, 0.54700, -2.95329)
C (-0.04722, 2.86900, -1.25925)
H (-0.50006, 3.34626, -0.39117)
H (-0.25074, 3.49998, -2.12890)
H (1.01750, 2.89302, -1.05759)
C (0.43439, 0.57604, -2.29613)
H (0.09645, -0.45068, -2.40798)
H (1.44766, 0.49778, -1.92197)
H (0.52498, 0.92399, -3.32943)
Sn (1.67266, -1.26501, 0.44085)
C (2.12525, -3.85640, -1.41675)
C (1.53972, -3.81738, -0.12292)
C (0.29628, -3.06103, -0.22705)
H (1.82750, -4.40502, 0.74715)
C (0.17897, -2.65505, -1.61199)
C (1.31038, -3.12173, -2.30699)
H (1.48534, -3.00463, -3.37910)
H (3.00031, -4.44471, -1.69612)
H (-0.48732, -3.02900, 0.52580)
H (-0.70531, -2.18233, -2.03240)
C (4.35569, -0.76724, 0.41231)
C (4.21131, -0.12736, -0.83885)
C (3.33035, 0.96871, -0.69109)
H (4.73994, -0.40055, -1.75246)
C (2.79602, 0.94921, 0.63177)
C (3.51440, -0.07543, 1.36515)
H (3.56914, -0.14756, 2.45261)
H (5.06435, -1.55907, 0.65876)
H (3.18088, 1.77582, -1.41360)
H (2.09458, 1.66197, 1.06647)
O (-2.57254, 2.13316, 1.05162)
C (-3.38018, 2.82943, 0.00212)
C (-4.70723, 3.29650, 0.60364)
H (-3.73055, 2.14738, -0.79554)
H (-2.77087, 3.64758, -0.41228)
C (-4.87988, 2.33304, 1.87320)
H (-5.50148, 3.15037, -0.17486)
H (-4.64152, 4.38653, 0.84895)
C (-3.50196, 1.65241, 2.08020)
H (-5.66416, 1.58502, 1.64991)
H (-5.18150, 2.91287, 2.76322)
H (-3.61569, 0.55065, 1.94143)
H (-3.08940, 1.84915, 3.09113)
C (3.20971, -3.27302, 2.93557)
O (1.85543, -2.89592, 3.42874)
C (1.05568, -2.25991, 2.58319)
O (-0.11350, -2.05843, 2.83480)
H (3.37140, -4.31931, 3.20972)
H (3.94228, -2.62586, 3.42579)
H (3.25948, -3.14945, 1.84011)

***

2.
# C24H20F6IO3P2STi

A structure of composition C24H20F6IO3P2STi (ωB97M-V/def2-TZVPD, OMol25).

For the HOMO energy (spin up / spin down), the calculation gives -8.56 / -8.60 eV. The value obtained for the HOMO-LUMO gap (spin up / spin down) is 7.4 / 7.7 eV. Its net charge is 0. As for the energy above the lowest of the compared OMol25 structures with the same formula, charge and spin: 150.14 kJ/mol. As for the spin multiplicity: 2.

Atoms and positions in Å:
Ti (0.81923, -0.95358, 0.20238)
C (-1.66952, -2.45983, 1.48293)
C (-1.52683, -1.28474, 0.73913)
C (-1.09330, -0.12454, 1.37365)
C (-0.86898, -0.11148, 2.75355)
C (-1.04327, -1.27002, 3.48392)
C (-1.43155, -2.44584, 2.84492)
H (-1.96802, -3.37005, 0.98306)
H (-1.83752, -1.25961, -0.29872)
H (-1.07049, 0.80935, 0.81172)
H (-0.54082, 0.79984, 3.23425)
H (-0.85776, -1.26926, 4.54958)
H (-1.54608, -3.35733, 3.41667)
O (2.35915, -0.42300, -2.61952)
S (1.23536, 0.25650, -2.06276)
O (0.01671, -0.55234, -1.83595)
O (1.48807, 0.78655, -0.66305)
C (0.85203, 1.60696, -3.12026)
C (1.72435, 1.75167, -4.19260)
C (1.49046, 2.74621, -5.13063)
C (0.38352, 3.56531, -4.98721)
C (-0.46905, 3.40399, -3.90080)
C (-0.24752, 2.43437, -2.93102)
P (-1.38611, 2.31395, -1.45329)
C (-1.66429, 4.10332, -1.15301)
C (-2.65326, 4.90029, -1.72730)
C (-2.73149, 6.25359, -1.43266)
C (-1.81574, 6.83072, -0.56212)
C (-0.82996, 6.04992, 0.01976)
C (-0.76398, 4.69298, -0.26651)
C (-2.92978, 1.76305, -2.26907)
C (-2.89282, 0.94174, -3.39566)
C (-4.06030, 0.40595, -3.92052)
C (-5.28305, 0.67732, -3.32461)
C (-5.33046, 1.47956, -2.19330)
C (-4.16293, 2.01030, -1.66575)
H (2.55992, 1.07482, -4.28716)
H (2.16310, 2.86495, -5.96946)
H (0.17958, 4.33842, -5.71667)
H (-1.32272, 4.06005, -3.80399)
H (-3.37517, 4.46196, -2.40556)
H (-3.50592, 6.86000, -1.88457)
H (-1.87600, 7.88712, -0.33367)
H (-0.11592, 6.49309, 0.70184)
H (0.00555, 4.08191, 0.19374)
H (-1.94640, 0.71342, -3.87066)
H (-4.01233, -0.22727, -4.79716)
H (-6.19432, 0.26337, -3.73612)
H (-6.27876, 1.69245, -1.71642)
H (-4.21562, 2.62512, -0.77432)
I (0.90505, -3.46997, -0.79881)
F (1.47524, -1.88560, 1.93591)
P (2.95589, -1.00599, 2.15752)
F (4.22202, -0.09476, 2.20609)
F (3.02448, -1.12295, 0.49795)
F (1.95447, 0.28610, 1.86346)
F (2.64118, -0.90972, 3.69659)
F (3.72614, -2.36003, 2.29787)

***

3.
# H22NeO11

A structure of composition H22NeO11 (ωB97M-V/def2-TZVPD, OMol25).

For the HOMO energy, the calculation gives -10.70 eV. The value obtained for the HOMO-LUMO gap is 10.6 eV. Its net charge is 0. As for the energy above the lowest of the compared OMol25 structures with the same formula, charge and spin: 96.10 kJ/mol.

Atoms and positions in Å:
Ne (0.21888, 0.09683, 0.73887)
O (1.96618, 1.61051, 2.55550)
H (1.61141, 0.92762, 1.98626)
H (1.38100, 2.35720, 2.42798)
O (3.21800, 1.87647, -1.99195)
H (2.30971, 1.60680, -2.12801)
H (3.18912, 2.43287, -1.21361)
O (1.56839, -1.56033, -3.35480)
H (0.78779, -1.55018, -2.80091)
H (1.23084, -1.47816, -4.24674)
O (2.94963, -0.90956, 1.62382)
H (3.08038, -0.74829, 2.55823)
H (3.44440, -0.21511, 1.18889)
O (-2.19444, 0.00280, 2.35057)
H (-2.89144, -0.58226, 2.05369)
H (-1.54207, -0.57940, 2.74005)
O (0.43214, 2.08940, -2.67394)
H (0.81591, 2.77106, -2.12230)
H (-0.23767, 1.68393, -2.12333)
O (-2.01774, 0.75082, -1.68490)
H (-2.70068, 0.57675, -2.33261)
H (-2.49325, 1.04440, -0.90777)
O (-0.46636, -3.13150, 0.28922)
H (-0.78593, -2.64069, -0.46788)
H (0.36400, -2.71183, 0.51421)
O (-0.29236, -1.86829, 3.68463)
H (-0.59387, -2.58559, 3.12713)
H (-0.95112, -1.80889, 4.37654)
O (-1.05027, -1.89118, -2.19701)
H (-1.18951, -0.99863, -1.88049)
H (-1.62986, -1.97027, -2.95468)
O (-2.64511, 2.31448, 0.62206)
H (-2.46215, 3.23462, 0.81206)
H (-2.42379, 1.85371, 1.43135)

***

4.
# Cl3OPS2

An isolated molecule of Cl3OPS2 at a distorted geometry (ωB97M-V/def2-TZVPD, OMol25).

For the HOMO energy (spin up / spin down), the calculation gives -7.01 / -10.13 eV. The value obtained for the HOMO-LUMO gap (spin up / spin down) is 7.2 / 6.3 eV. Its net charge is 0. As for the spin multiplicity: 3.

Atoms and positions in Å:
O (-0.04565, 0.19034, -0.66491)
P (-1.04790, -0.18848, 0.56607)
S (2.20592, 1.75818, 0.22733)
S (1.56055, 0.21004, -0.69541)
Cl (-2.47482, 1.12792, 0.31344)
Cl (-2.16575, -1.65948, -0.31193)
Cl (1.96766, -1.43852, 0.56542)

***

Which formula does entry 1 have?
C21H31O4Sn

***

The highest net charge belongs to which entry?
C21H31O4Sn

***

Number 4 is which compound?
Cl3OPS2

***

net charge of number 4 (Cl3OPS2)?
0